1.
{
  "formula": "C4H12",
  "method": "wB97M-V/def2-TZVPD",
  "e_tot_ha": -159.56369,
  "smiles": "CC.CC",
  "homo_lumo_gap_ev": 12.339,
  "species": ["C", "C", "H", "H", "H", "H", "H", "H", "C", "C", "H", "H", "H", "H", "H", "H"],
  "coordinates": [[-1.465, 1.353, -0.983], [-0.082, 1.806, -0.579], [-2.317, 1.745, -0.420], [-1.627, 1.283, -2.057], [-1.634, 0.318, -0.639], [0.406, 1.372, 0.289], [-0.087, 2.883, -0.410], [0.620, 1.584, -1.379], [0.151, -1.985, 0.821], [1.419, -1.123, 0.723], [0.393, -3.018, 0.541], [-0.268, -2.164, 1.810], [-0.570, -1.573, 0.119], [2.250, -1.418, 1.360], [1.196, -0.144, 1.128], [1.615, -0.919, -0.324]],
  "mulliken_charge": [-0.74, -0.63, 0.31, 0.28, 0.11, 0.06, 0.30, 0.26, -0.71, -0.76, 0.27, 0.29, 0.14, 0.35, 0.16, 0.28]
}

=====

2.
{
  "formula": "C16H30N2OP2PdSe",
  "method": "wB97M-V/def2-TZVPD",
  "e_tot_ha": -4024.13049,
  "spin_multiplicity": 5,
  "s2": 6.06,
  "homo_lumo_gap_ev": [6.234, 4.920],
  "species": ["Pd", "P", "P", "N", "H", "C", "H", "H", "H", "C", "H", "H", "H", "C", "H", "H", "H", "C", "H", "H", "H", "C", "H", "H", "H", "C", "H", "H", "H", "C", "C", "C", "C", "C", "C", "H", "H", "H", "H", "H", "C", "O", "C", "H", "H", "H", "C", "H", "H", "H", "Se", "C", "N"],
  "coordinates": [[0.241, 0.288, 0.531], [2.604, -0.080, -0.095], [-2.218, 0.264, 0.170], [-0.406, 0.111, -1.612], [1.698, 0.865, 0.867], [2.768, -1.476, -1.243], [3.844, -1.666, -1.370], [2.337, -1.215, -2.219], [2.283, -2.392, -0.874], [3.615, -0.286, 1.435], [4.700, -0.242, 1.198], [3.313, -1.228, 1.928], [3.320, 0.547, 2.095], [3.034, 1.465, -0.961], [4.116, 1.582, -0.892], [2.512, 2.297, -0.461], [2.703, 1.401, -2.001], [-3.062, -0.932, -0.959], [-4.055, -0.576, -1.290], [-3.139, -1.921, -0.470], [-2.351, -1.010, -1.802], [-3.092, -0.050, 1.767], [-4.161, 0.211, 1.645], [-2.621, 0.570, 2.552], [-2.973, -1.126, 1.988], [-2.797, 1.972, -0.259], [-3.845, 2.121, 0.026], [-2.651, 2.144, -1.328], [-2.154, 2.653, 0.308], [-0.214, 1.143, -2.439], [-0.019, 1.826, -4.746], [-0.131, 0.816, -3.827], [-0.030, 2.497, -2.022], [0.073, 3.489, -2.976], [0.059, 3.154, -4.332], [0.011, 1.543, -5.787], [-0.197, -0.250, -4.042], [0.008, 2.734, -0.952], [0.166, 4.531, -2.661], [0.114, 3.945, -5.072], [-0.921, -3.336, 1.617], [-1.741, -3.027, 0.748], [0.358, -4.022, 1.251], [1.051, -3.903, 2.093], [0.839, -3.546, 0.380], [0.213, -5.105, 1.057], [-0.949, -2.845, 3.038], [-1.776, -3.232, 3.632], [-0.903, -1.741, 3.065], [-0.011, -3.183, 3.480], [0.181, 1.881, 5.125], [0.155, 1.358, 3.481], [0.102, 0.984, 2.358]],
  "mulliken_charge": [0.10, 0.96, 1.23, -0.80, 0.00, -0.90, 0.40, 0.25, 0.15, -1.12, 0.41, 0.31, 0.41, -1.22, 0.53, 0.31, 0.26, -1.04, 0.40, 0.32, 0.26, -1.03, 0.43, 0.30, 0.14, -1.23, 0.45, 0.29, 0.28, 0.39, -0.56, -0.25, 0.05, -1.00, -0.42, 0.40, 0.41, 0.51, 0.41, 0.38, 0.54, -0.37, -0.65, 0.32, -0.16, 0.32, -0.83, 0.29, 0.16, 0.34, -0.23, 0.07, -0.99]
}

=====

3.
{
  "formula": "C25H66B4Mg2O11S4",
  "method": "wB97M-V/def2-TZVPD",
  "e_tot_ha": -3911.75081,
  "homo_lumo_gap_ev": 9.454,
  "species": ["Mg", "Mg", "B", "H", "H", "H", "H", "B", "H", "H", "H", "H", "B", "H", "H", "H", "H", "B", "H", "H", "H", "H", "C", "C", "O", "C", "H", "H", "H", "H", "H", "H", "C", "C", "O", "C", "H", "H", "H", "H", "H", "H", "C", "C", "O", "C", "H", "H", "H", "H", "H", "H", "C", "C", "C", "S", "O", "O", "C", "H", "H", "H", "H", "H", "H", "H", "H", "C", "C", "C", "S", "O", "O", "C", "H", "H", "H", "H", "H", "H", "H", "H", "C", "C", "C", "S", "O", "O", "C", "H", "H", "H", "H", "H", "H", "H", "H", "C", "C", "C", "S", "O", "O", "C", "H", "H", "H", "H", "H", "H", "H", "H"],
  "coordinates": [[-0.028, 0.300, 0.736], [2.564, -2.032, -1.022], [-1.669, 0.456, -0.383], [-1.458, -0.522, 0.022], [-2.044, 1.154, 0.350], [-0.701, 0.850, -0.650], [-2.270, 0.400, -1.277], [1.297, 1.805, 1.087], [0.288, 2.136, 1.280], [1.346, 1.295, 0.137], [1.990, 2.629, 1.153], [1.439, 1.077, 1.871], [0.947, -1.467, 0.209], [0.214, -1.473, 1.001], [0.656, -0.824, -0.607], [1.883, -1.015, 0.500], [1.104, -2.459, -0.185], [3.677, -3.401, -0.097], [2.885, -2.935, 0.468], [4.247, -2.624, -0.582], [4.163, -4.183, 0.467], [3.191, -3.920, -0.909], [-1.241, -4.338, 1.574], [-1.088, -5.344, 2.641], [-0.660, -6.447, 2.285], [-1.743, -5.099, 4.054], [-0.275, -4.127, 1.114], [-1.429, -3.393, 2.084], [-2.003, -4.766, 0.923], [-2.722, -4.632, 3.950], [-1.032, -4.531, 4.655], [-2.133, -6.008, 4.511], [-3.918, 3.349, 1.122], [-4.929, 2.456, 0.493], [-5.830, 1.979, 1.146], [-4.973, 2.397, -1.070], [-4.050, 3.597, 2.175], [-3.867, 4.267, 0.536], [-2.986, 2.821, 0.919], [-5.191, 3.407, -1.417], [-5.649, 1.614, -1.412], [-3.978, 2.069, -1.371], [-0.329, 4.467, -0.147], [-1.051, 5.613, -0.837], [-1.677, 5.304, -1.869], [-0.974, 7.063, -0.392], [0.722, 4.374, -0.421], [-0.857, 3.554, -0.421], [-0.549, 4.553, 0.917], [-0.765, 7.720, -1.237], [-0.275, 7.243, 0.424], [-1.901, 7.339, 0.111], [-4.081, -0.946, 4.118], [-2.964, -1.642, 4.994], [-1.692, -0.921, 4.879], [-1.802, 0.446, 3.619], [-0.864, 0.286, 2.510], [-1.907, 1.674, 4.387], [-3.457, -0.142, 2.983], [-4.718, -0.332, 4.755], [-4.751, -1.728, 3.762], [-2.882, -2.683, 4.682], [-3.267, -1.674, 6.040], [-0.823, -1.536, 4.643], [-1.343, -0.394, 5.767], [-3.456, -0.589, 1.989], [-4.004, 0.798, 2.904], [-1.741, -3.980, -1.628], [-2.260, -3.081, -2.829], [-1.126, -2.634, -3.723], [0.314, -3.577, -3.183], [1.162, -2.785, -2.235], [0.992, -4.149, -4.340], [-0.544, -4.803, -2.148], [-2.581, -4.607, -1.328], [-1.420, -3.339, -0.807], [-2.852, -2.255, -2.435], [-2.977, -3.552, -3.501], [-0.918, -1.564, -3.698], [-1.305, -2.855, -4.776], [0.098, -5.237, -1.381], [-0.859, -5.583, -2.842], [6.725, -0.224, 0.777], [6.237, 0.920, 1.561], [4.877, 1.287, 1.104], [4.708, 0.882, -0.681], [4.761, 2.061, -1.461], [3.652, -0.146, -0.724], [6.389, 0.061, -0.749], [6.237, -1.169, 1.017], [7.759, -0.465, 1.022], [6.912, 1.774, 1.519], [6.218, 0.573, 2.595], [4.624, 2.337, 1.255], [4.087, 0.815, 1.689], [7.098, 0.823, -1.074], [6.310, -0.794, -1.420], [1.200, 3.496, -3.834], [0.105, 2.788, -3.109], [-0.072, 1.507, -3.823], [1.545, 0.735, -3.839], [1.757, 0.115, -5.119], [1.939, 0.203, -2.546], [2.326, 2.449, -3.993], [1.466, 4.260, -3.103], [0.685, 3.767, -4.755], [-0.816, 3.364, -3.197], [0.386, 2.559, -2.082], [-0.436, 1.785, -4.812], [-0.738, 0.792, -3.342], [2.385, 2.549, -5.077], [3.334, 2.532, -3.587]],
  "mulliken_charge": [-0.62, 0.70, 3.48, -0.49, -1.50, -0.38, -0.56, 1.56, -0.45, -0.61, -0.41, -0.40, 1.67, -0.40, -0.06, -0.08, -0.18, 2.95, -0.52, -0.38, -0.20, -0.32, 0.54, 0.39, -0.60, -1.08, -0.04, -0.27, 0.20, 0.25, 0.29, 0.40, -0.57, 0.90, -0.60, -0.85, 0.33, 0.40, -0.36, 0.38, 0.29, -0.04, -0.05, 0.52, -0.55, -1.29, 0.36, -0.56, 0.52, 0.33, 0.37, 0.32, -1.07, 0.21, -0.85, 0.97, -0.92, -0.77, -0.16, 0.28, 0.46, -0.54, 0.38, 0.36, 0.49, 0.32, 0.18, 0.16, -0.90, 0.26, 1.09, -1.26, -0.77, -0.87, 0.64, -0.34, 0.39, 0.30, -0.63, 0.56, 0.44, 0.43, -0.52, -0.59, -0.48, 0.86, -0.76, -1.21, -0.91, 0.24, 0.42, 0.27, 0.33, 0.50, 0.14, 0.39, 0.44, -1.13, 0.90, -0.44, 0.97, -0.79, -0.81, -0.88, 0.32, 0.44, 0.75, -1.14, 0.55, -0.30, 0.39, 0.44]
}